No. 1
A molecular structure, C26H48GaOP2 in a non-equilibrium geometry. Source: the OMol25 dataset; level of theory: the ωB97M-V functional and the def2-TZVPD basis.

```
78
Properties=species:S:1:pos:R:3:mulliken_charge:R:1
Ga 0.000 0.000 0.000 -1.3930
C 1.727 0.653 -1.201 0.2360
C 1.065 1.797 -0.607 0.6652
C 1.852 0.436 1.119 0.4943
C 2.193 -0.196 -0.152 0.5515
C 1.181 1.663 0.832 0.2745
C 1.951 0.446 -2.669 -1.5084
H 1.185 0.954 -3.263 0.3100
H 1.935 -0.616 -2.929 0.4074
H 2.926 0.852 -2.971 0.3492
C 2.945 -1.483 -0.291 -1.2139
H 2.869 -1.876 -1.309 0.3354
H 2.541 -2.238 0.390 0.2452
H 4.010 -1.344 -0.061 0.3073
C 2.205 -0.113 2.467 -1.2244
H 3.223 0.179 2.757 0.3115
H 2.148 -1.206 2.462 0.3481
H 1.518 0.255 3.234 0.3138
C 0.741 2.685 1.837 -1.3813
H 1.574 3.351 2.099 0.3512
H 0.389 2.212 2.757 0.3674
H -0.066 3.308 1.442 0.3079
C 0.563 3.003 -1.342 -1.3017
H 1.340 3.778 -1.417 0.3247
H -0.298 3.447 -0.832 0.3359
H 0.252 2.746 -2.359 0.3319
C -6.219 -1.409 -3.494 -0.2593
C -5.732 -0.411 -4.242 -0.5488
C -6.261 0.981 -4.470 -0.5600
C -7.302 1.518 -3.463 -0.9708
C -6.786 1.561 -2.044 -0.1912
C -6.757 0.582 -1.132 -0.5284
C -7.230 -0.846 -1.223 -0.4687
C -7.461 -1.428 -2.635 -0.9825
H -6.686 1.041 -5.484 0.3609
H -8.225 0.940 -3.535 0.3359
H -5.400 1.664 -4.475 0.2707
H -8.292 -0.913 -3.121 0.3581
H -5.634 -2.328 -3.471 0.3728
H -4.806 -0.618 -4.779 0.5909
H -7.781 -2.469 -2.512 0.4035
H -6.489 -1.472 -0.707 0.2221
H -6.326 0.836 -0.163 0.4604
H -8.157 -0.953 -0.639 0.4099
H -7.559 2.538 -3.769 0.4053
H -6.355 2.516 -1.744 0.3649
P -1.493 -0.733 -1.555 1.6001
C -1.406 -2.400 -2.322 -1.1890
C -1.987 0.310 -2.991 -1.0300
P -2.110 0.413 0.748 1.5573
C -2.978 -0.721 -0.440 -0.9575
C -2.923 2.048 0.502 -1.1165
C -2.682 -0.034 2.436 -1.1714
H -1.003 -3.084 -1.571 0.1409
H -0.716 -2.364 -3.172 0.4075
H -2.387 -2.742 -2.667 0.3553
H -2.995 0.061 -3.339 0.0737
H -1.280 0.150 -3.812 0.4738
H -1.949 1.365 -2.709 0.2712
H -3.773 -0.121 2.488 0.4194
H -2.347 0.736 3.139 0.3917
H -2.209 -0.982 2.701 0.1079
H -3.049 -1.707 0.031 0.3949
H -3.949 -0.421 -0.850 0.5123
H -2.663 2.707 1.335 0.4396
H -4.013 1.950 0.455 0.3362
H -2.557 2.504 -0.422 0.2172
C -0.583 -2.994 2.838 -1.6696
C 0.065 -2.830 1.465 1.1811
C -0.024 -4.138 0.682 -1.6503
O -0.554 -1.785 0.735 -0.0692
H -1.666 -3.219 2.735 0.3443
H -0.434 -2.072 3.437 0.3470
H -0.102 -3.828 3.393 0.4214
H 1.098 -2.667 1.657 -0.4373
H 0.439 -4.967 1.260 0.4102
H -1.084 -4.396 0.474 0.3509
H 0.536 -4.045 -0.271 0.3459
```

Results
- Total charge: +1
- Gap between HOMO and LUMO: 0.327 Ha

---

No. 2
A molecular structure, C39H51BrN2S4ScSi4Te. Source: the OMol25 dataset; level of theory: the ωB97M-V functional and the def2-TZVPD basis.

```
103
Properties=species:S:1:pos:R:3:mulliken_charge:R:1
Sc 1.873 -0.351 -0.010 -0.4594
S 4.263 -0.683 -1.054 -0.4840
C 3.833 -1.685 -2.407 -0.6533
C 3.382 -0.987 -3.656 -0.0030
C 3.259 -1.786 -4.936 -1.5167
C 1.859 -3.627 -4.017 -0.9222
C 1.466 -4.072 -2.640 -1.2836
C 1.797 -3.054 -1.561 1.6180
S 1.440 -3.657 0.131 -0.3277
C 2.975 -4.048 0.972 -1.5870
C 3.644 -2.993 1.842 0.7896
C 4.590 -3.508 2.726 -1.1199
C 5.251 -2.668 3.593 -0.8332
C 4.957 -1.318 3.534 -1.0157
C 4.027 -0.868 2.609 0.7989
C 3.823 0.617 2.500 -1.3858
S 2.124 1.171 2.229 -0.0265
C 1.114 0.153 3.332 0.8999
C 1.605 0.244 4.799 -0.7498
C 0.733 -0.503 5.745 -0.6138
C -1.368 -1.793 5.311 -0.9742
C -1.840 -1.168 4.242 -1.3587
C -0.989 -0.475 3.205 1.4315
S -2.274 -0.138 1.890 -0.6837
N 3.357 -1.690 1.784 0.9269
H 3.857 -0.009 -3.716 0.5920
H 3.592 -1.411 -5.897 0.2862
H 1.609 -4.390 -4.749 0.5238
H 0.794 -4.904 -2.478 0.4280
H 3.712 -4.449 0.273 0.8604
H 2.713 -4.877 1.632 0.6558
H 4.778 -4.574 2.734 0.5270
H 5.977 -3.051 4.299 0.3931
H 5.444 -0.609 4.189 0.5024
H 4.365 0.990 1.623 0.5513
H 4.242 1.110 3.377 0.6626
H 2.584 0.602 5.092 0.4412
H 1.071 -0.345 6.767 0.3305
H -2.058 -2.252 6.011 0.3596
H -2.916 -1.131 4.098 0.4051
C -4.622 -0.643 -0.881 -0.8891
Si -4.585 1.234 -0.838 0.5990
C -5.267 1.874 0.796 -0.9555
C -5.751 1.838 -2.197 -1.2470
Si -2.434 2.092 -1.215 0.3585
Te -0.812 0.893 0.295 0.2496
Si -1.790 1.709 -3.432 0.3098
C -2.019 -0.117 -3.814 -0.8548
C -0.035 2.240 -3.802 -0.2764
C -2.929 2.731 -4.542 -1.1154
Si -2.329 4.334 -0.552 0.6571
C -0.803 5.158 -1.271 -1.0357
C -2.278 4.433 1.323 -0.9892
C -3.853 5.266 -1.176 -1.0528
H -5.640 -0.997 -0.697 0.3731
H -3.963 -1.088 -0.137 0.2275
H -4.313 -1.001 -1.865 0.2319
H -6.269 1.469 0.969 0.4002
H -5.343 2.964 0.781 0.2417
H -4.633 1.582 1.633 0.2327
H -6.780 1.585 -1.929 0.3935
H -5.526 1.355 -3.150 0.2704
H -5.697 2.919 -2.341 0.3126
H -1.461 -0.716 -3.091 0.1299
H -1.649 -0.355 -4.816 0.3474
H -3.070 -0.408 -3.763 0.3803
H 0.683 1.707 -3.177 -0.4196
H 0.103 3.308 -3.621 0.3287
H 0.181 2.042 -4.857 0.3679
H -3.987 2.491 -4.435 0.2767
H -2.645 2.563 -5.585 0.3701
H -2.800 3.797 -4.336 0.2377
H 0.097 4.578 -1.051 0.2003
H -0.678 6.163 -0.860 0.4008
H -0.893 5.247 -2.356 0.2459
H -1.344 4.006 1.693 0.1493
H -3.101 3.877 1.774 0.2744
H -2.339 5.473 1.654 0.4421
H -3.943 5.192 -2.263 0.2693
H -3.776 6.326 -0.920 0.3941
H -4.776 4.881 -0.738 0.2601
Br 2.157 2.264 -0.824 -0.5520
C 1.220 -0.781 -2.350 -0.0324
C 1.777 -0.970 -3.722 -0.0874
C 1.847 -2.238 -4.630 0.3358
C 2.928 -4.102 -3.091 -1.1013
C 3.307 -3.036 -2.053 -0.2194
N 1.194 -1.742 -1.491 0.0239
H 1.484 -0.137 -4.363 0.3786
H 1.128 -2.218 -5.452 0.5591
H 3.537 -4.965 -3.322 0.4064
H 3.956 -3.453 -1.287 1.4064
C 0.115 -1.896 5.573 -0.1950
C 0.722 -2.759 4.488 -1.4619
C 0.783 -2.386 3.212 -0.7398
C 0.385 -1.039 2.725 0.2217
C -0.238 0.776 3.734 -0.1435
C 0.230 0.807 5.199 -0.9658
H 0.265 -2.406 6.526 0.8187
H 1.006 -3.770 4.773 0.3902
H 1.124 -3.136 2.506 0.1433
H -0.535 1.750 3.344 0.3419
H 0.017 1.623 5.875 0.3897
```

Results
- Total charge: -1
- Energy above the lowest of the compared OMol25 structures with the same formula, charge and spin: 263.8 kcal per mole
- Gap between HOMO and LUMO (spin up / spin down): 0.219 / 0.227 Ha

---

No. 3
2 unconnected molecules or ions with the total composition C5H9Cl2F3N2O2 in a non-equilibrium geometry. Source: the OMol25 dataset; level of theory: the ωB97M-V functional and the def2-TZVPD basis.

```
23
Properties=species:S:1:pos:R:3:nbo_charge:R:1
C 0.326 -0.932 1.507 -0.6833
C -0.120 -0.959 0.083 0.0064
C 0.559 -0.042 -0.903 0.5716
C -2.717 0.720 0.220 0.0022
C -0.692 -2.203 -0.437 0.9089
N 0.128 -0.131 -2.280 -0.8767
N -2.023 1.482 1.114 -0.8235
O 1.934 -0.291 -0.868 -0.7141
O 0.305 1.294 -0.491 -0.7474
F -1.155 -3.009 0.528 -0.3174
F -1.757 -2.003 -1.275 -0.3395
F 0.152 -2.977 -1.192 -0.3404
Cl -2.915 1.313 -1.354 0.0355
Cl -3.860 -0.396 0.800 0.0456
H 0.865 -0.006 1.694 0.2394
H 0.997 -1.771 1.725 0.2444
H -0.523 -1.018 2.189 0.2278
H 0.343 -1.044 -2.666 0.3824
H -0.871 0.020 -2.363 0.3886
H -1.865 1.028 2.005 0.3915
H -1.166 1.866 0.712 0.4268
H 2.346 0.141 -1.628 0.4821
H 0.551 1.865 -1.229 0.4892
```

Results
- Energy above the lowest of the compared OMol25 structures with the same formula, charge and spin: 86.6 kcal per mole
- Gap between HOMO and LUMO (spin up / spin down): 0.224 / 0.356 Ha